Arrangement w

{
  "formula": "C5H5NS2",
  "method": "the ωB97M-V functional and the def2-TZVPD basis",
  "species": ["C", "C", "C", "C", "C", "H", "H", "H", "H", "H", "N", "S", "S"],
  "coordinates": [[-0.28056, 0.31442, -1.56526], [0.39386, 0.18516, -0.20581], [-0.58494, -0.07816, 0.98667], [-0.05573, -1.46459, 1.29586], [1.29609, 1.31733, 0.02967], [-0.87060, 1.23758, -1.63078], [0.43536, 0.31917, -2.37174], [-0.95590, -0.50321, -1.73815], [-0.44935, 0.58245, 1.84869], [-1.61755, -0.08636, 0.70938], [1.99850, 2.21306, 0.20316], [-0.52184, -2.58502, 2.35241], [1.21266, -1.45181, 0.08590]],
  "orbital_gap_ev": 8.7
}

Arrangement x

{
  "formula": "C5H5NS2",
  "method": "the ωB97M-V functional and the def2-TZVPD basis",
  "species": ["C", "C", "C", "C", "C", "H", "H", "H", "H", "H", "N", "S", "S"],
  "coordinates": [[0.54679, -0.10812, -0.15353], [-0.41667, -0.90394, -0.99046], [-1.54958, 0.50537, 0.88776], [-0.27170, 0.36478, 1.09917], [1.87716, -0.74831, 0.16828], [0.43089, 2.69411, -0.21280], [-0.65789, -2.07156, -0.83598], [-0.24059, -0.82555, -2.02451], [-2.38263, 0.78966, 1.37038], [0.36132, 0.50332, 1.98809], [2.97010, -1.24105, 0.14982], [1.40305, 1.28709, -0.81153], [-2.07024, -0.24580, -0.63468]],
  "orbital_gap_ev": 8.2
}

Compare the structures above. Which one is the most stable? arrangement w is.